1.
{
  "formula": "C15H16N2O6",
  "method": "ωB97M-V/def2-TZVPD",
  "species": ["O", "O", "O", "O", "O", "O", "N", "N", "C", "C", "C", "C", "C", "C", "C", "C", "C", "C", "C", "C", "C", "C", "C", "H", "H", "H", "H", "H", "H", "H", "H", "H", "H", "H", "H", "H", "H", "H", "H"],
  "coordinates": [[-0.208, -2.021, -1.560], [-0.665, -0.798, -3.606], [1.722, -0.732, 0.264], [-3.825, 2.269, 1.661], [3.758, 0.220, 3.123], [-1.273, 1.274, -0.643], [-1.736, 2.280, 2.240], [1.721, 0.904, 2.990], [1.219, -2.210, -1.769], [-3.518, 1.302, -0.995], [0.276, 0.851, 2.730], [3.347, -1.963, 1.235], [-0.886, -1.992, -2.828], [-2.509, 1.538, -0.087], [2.722, 0.095, 2.482], [-1.553, 0.850, -1.936], [-0.242, 2.221, 2.143], [2.962, -2.639, 0.036], [-2.698, 2.029, 1.273], [-0.451, 0.378, -2.872], [-2.901, 0.834, -2.228], [1.973, -1.843, -0.502], [2.584, -0.826, 1.362], [0.241, 3.042, 2.676], [0.098, 2.328, 1.099], [-3.379, 0.594, -3.150], [-4.539, 1.353, -0.697], [1.472, -3.239, -2.043], [0.401, 0.215, -2.261], [-0.273, 1.188, -3.597], [-1.941, -2.061, -2.647], [-0.577, -2.857, -3.444], [4.099, -2.321, 1.922], [-2.182, 2.707, 3.039], [-0.262, 0.681, 3.675], [3.314, -3.600, -0.319], [2.019, 1.507, 3.799], [0.057, 0.047, 2.027], [1.633, -1.606, -2.592]],
  "homo_lumo_gap_ev": 9.55,
  "smiles": "O=C1NCCNC(=O)c2ccc(o2)COCOCc2ccc1o2",
  "lumo_energy_ha": 0.0213,
  "homo_ev": -8.97
}



2.
{
  "formula": "C23H23N4STl",
  "method": "ωB97M-V/def2-TZVPD",
  "species": ["Tl", "S", "N", "N", "N", "N", "C", "C", "C", "C", "C", "C", "C", "C", "C", "C", "C", "C", "C", "C", "C", "C", "C", "C", "C", "C", "C", "C", "C", "H", "H", "H", "H", "H", "H", "H", "H", "H", "H", "H", "H", "H", "H", "H", "H", "H", "H", "H", "H", "H", "H", "H"],
  "coordinates": [[-0.036, -1.026, -2.276], [-2.312, -2.372, -0.980], [0.220, -1.343, 0.335], [2.440, -1.276, -1.252], [-0.850, -1.411, 1.125], [-3.078, -1.546, 1.397], [1.902, -1.934, 5.118], [-2.001, -1.746, 0.579], [-2.242, 1.768, -2.070], [-2.018, 1.784, -3.448], [-0.780, 3.713, -1.437], [2.381, -2.871, 4.213], [1.235, -0.809, 4.655], [-4.238, 0.970, -3.862], [1.048, -0.619, 3.294], [-4.469, 0.943, -2.497], [-1.472, 2.115, 0.362], [2.580, -1.205, 0.080], [-1.116, 2.237, -1.154], [0.024, 1.311, -1.132], [1.540, -1.545, 2.380], [1.375, -1.357, 0.912], [2.204, -2.675, 2.853], [4.947, -0.871, -0.163], [3.511, -1.170, -2.027], [-3.479, 1.340, -1.609], [-3.003, 1.389, -4.337], [3.837, -0.978, 0.653], [4.792, -0.984, -1.537], [-3.913, -2.048, 1.155], [-2.807, 1.408, -5.401], [-1.057, 2.104, -3.835], [0.514, 0.250, 2.932], [2.892, -3.757, 4.569], [-5.013, 0.664, -4.553], [-0.666, 2.523, 0.972], [-2.881, -1.417, 2.378], [-3.683, 1.277, -0.548], [2.578, -3.407, 2.146], [-0.461, 3.854, -2.468], [2.050, -2.083, 6.180], [5.636, -0.916, -2.209], [0.022, 4.050, -0.778], [5.926, -0.701, 0.265], [-1.664, 4.330, -1.267], [0.854, -0.081, 5.360], [3.331, -1.235, -3.096], [-5.417, 0.589, -2.115], [-2.370, 2.709, 0.531], [-1.663, 1.086, 0.664], [3.931, -0.881, 1.725], [0.921, 1.849, -0.780]],
  "homo_lumo_gap_ev": [6.14, 6.13],
  "lumo_energy_ha": [-0.0332, -0.0333],
  "homo_ev": [-7.04, -7.04]
}



3.
{
  "formula": "CH3N3O2",
  "method": "ωB97M-V/def2-TZVPD",
  "species": ["O", "O", "N", "N", "N", "C", "H", "H", "H"],
  "coordinates": [[-0.182, 1.104, -0.836], [4.214, -0.953, 0.454], [-2.016, -1.244, -0.124], [-1.906, -0.183, 0.115], [1.936, -1.087, 0.686], [3.086, -0.899, 0.606], [-0.414, 1.028, -1.739], [-0.983, 1.558, -0.361], [1.008, -0.812, 0.811]],
  "homo_lumo_gap_ev": 11.58,
  "smiles": "N=C=O.N#N.O",
  "lumo_energy_ha": 0.0281,
  "homo_ev": -10.81
}